Record 1
# C6H12O2Si

An isolated molecule of C6H12O2Si (the ωB97M-V functional and the def2-TZVPD basis, OMol25).

Last column: Mulliken charge in e.
CARTESIAN COORDINATES (ANGSTROEM)
1 C -2.444 -0.349 0.398  0.6450
2 C -1.138 0.801 -0.094  0.3030
3 C -3.683 0.454 0.633  -1.0104
4 C 2.045 1.665 0.138  -1.2696
5 C 0.880 -1.032 1.507  -1.2612
6 C 1.124 -0.924 -1.557  -0.9482
7 O -2.175 -1.523 0.420  -0.4937
8 O -1.390 1.889 -0.519  -0.4924
9 Si 0.739 0.126 -0.046  0.4961
10 H -3.598 1.564 0.396  0.2808
11 H -3.756 0.420 1.686  0.2996
12 H -4.580 -0.041 0.252  0.3153
13 H 1.478 2.565 0.088  0.3458
14 H 2.558 1.728 1.110  0.3342
15 H 2.809 1.807 -0.530  0.4319
16 H 0.380 -2.004 1.562  0.3649
17 H 1.862 -1.411 1.596  0.4091
18 H 0.782 -0.451 2.390  0.3775
19 H 1.007 -1.975 -1.148  0.2607
20 H 0.448 -0.885 -2.431  0.3500
21 H 2.218 -0.733 -1.801  0.2615

Results
* molecular weight: 144.2 Da
* spin multiplicity: 3
* HOMO energy (alpha / beta): -6.2 / -10.7 eV
* net charge: 0
* energy relative to the best compared isomer or geometry (same formula, charge and spin): 0.0 kJ/mol
* DFT total energy: -675.66949 Eh
* Kohn-Sham gap (alpha / beta): 7.102 / 8.951 eV

---

Record 2
# C6H12O3

An isolated molecule of C6H12O3 (the ωB97M-V functional and the def2-TZVPD basis, OMol25).

Last column: Mulliken charge in e.
CARTESIAN COORDINATES (ANGSTROEM)
1 C 2.923 0.604 0.369  -0.7368
2 O 1.652 0.440 -0.165  -0.2647
3 C 0.984 -0.797 0.142  -0.4644
4 C -0.346 -0.827 0.233  0.5548
5 C -1.181 -2.024 0.447  -1.4471
6 C -1.130 0.457 0.084  0.8939
7 C -1.176 0.825 -1.471  -1.2150
8 O -0.654 1.475 0.906  -0.5756
9 O -2.405 0.321 0.501  -0.5855
10 H 3.583 -0.280 0.437  0.3361
11 H 2.869 1.124 1.402  0.2479
12 H 3.305 1.320 -0.355  0.2392
13 H 1.719 -1.691 0.148  0.2323
14 H -1.715 -1.933 1.403  0.2847
15 H -1.749 -2.182 -0.364  0.3388
16 H -0.381 -2.756 0.533  0.4353
17 H -1.894 1.663 -1.558  0.3544
18 H -1.382 -0.027 -2.022  0.3208
19 H -0.188 1.182 -1.641  0.3373
20 H 0.136 1.933 0.513  0.3346
21 H -2.969 1.170 0.459  0.3789

Results
* molecular weight: 132.2 Da
* HOMO energy: -8.8 eV
* net charge: 0
* energy relative to the best compared isomer or geometry (same formula, charge and spin): 289.3 kJ/mol
* DFT total energy: -461.45576 Eh
* Kohn-Sham gap: 9.660 eV
* SMILES: CO/C=C(/C)C(C)(O)O

---

Record 3
# C6H12O4

A cluster of 2 separate species, C6H12O4 in total (the ωB97M-V functional and the def2-TZVPD basis, OMol25).

Last column: Mulliken charge in e.
CARTESIAN COORDINATES (ANGSTROEM)
1 C -2.185 -0.091 -0.033  -0.6381
2 C -2.191 1.451 -0.190  -0.2810
3 C -1.898 2.055 1.223  0.4799
4 O -2.658 2.835 1.783  -0.5732
5 O -0.646 1.766 1.630  -0.3920
6 H -3.007 -0.324 0.665  0.3863
7 H -1.254 -0.534 0.360  -0.1315
8 H -2.410 -0.555 -1.009  0.3024
9 H -1.347 1.856 -0.782  0.2480
10 H -3.123 1.896 -0.587  0.2755
11 H -0.419 2.037 2.561  0.3309
12 C 1.440 -1.412 0.842  -1.0985
13 C 1.309 -1.024 -0.614  0.0276
14 C 2.699 -1.042 -1.311  0.3641
15 O 3.745 -1.210 -0.687  -0.5828
16 O 2.564 -0.834 -2.587  -0.4164
17 H 0.440 -1.506 1.298  0.3862
18 H 2.020 -0.671 1.417  0.2132
19 H 1.951 -2.387 0.909  0.3450
20 H 0.543 -1.609 -1.159  0.3122
21 H 1.005 0.040 -0.646  0.0748
22 H 3.423 -0.737 -3.082  0.3674

Results
* molecular weight: 148.2 Da
* HOMO energy: -10.3 eV
* net charge: 0
* energy relative to the best compared isomer or geometry (same formula, charge and spin): 10.0 kJ/mol
* DFT total energy: -536.80135 Eh
* Kohn-Sham gap: 10.816 eV
* SMILES: CCC(=O)O.CCC(=O)O

---

Record 4
# C6H12OSi3

An isolated molecule of C6H12OSi3 (the ωB97M-V functional and the def2-TZVPD basis, OMol25).

Last column: Mulliken charge in e.
CARTESIAN COORDINATES (ANGSTROEM)
1 O -0.950 -1.989 -1.811  -0.4845
2 Si -0.793 -1.613 -0.244  0.3558
3 Si -2.661 -0.732 0.811  0.1631
4 Si -2.929 1.658 0.545  0.3963
5 C 0.777 -0.630 0.068  0.1285
6 C 1.108 0.420 0.958  -0.2433
7 C 2.202 1.219 0.787  -0.5040
8 C 3.154 0.821 -0.148  -0.3032
9 C 2.969 -0.284 -0.989  -0.7301
10 C 1.766 -0.930 -0.926  -0.1340
11 H -1.178 -1.249 -2.361  0.3147
12 H -0.538 -3.041 0.234  -0.1396
13 H -3.651 -1.208 -0.113  -0.1424
14 H -3.075 -1.379 2.183  -0.0787
15 H -1.622 2.139 1.192  -0.1331
16 H -3.655 2.643 1.354  -0.1127
17 H -2.597 1.803 -0.849  -0.1218
18 H 0.402 0.759 1.680  0.3971
19 H 2.244 2.162 1.412  0.2903
20 H 3.855 1.533 -0.244  0.4287
21 H 3.637 -0.426 -1.852  0.2969
22 H 1.535 -1.678 -1.689  0.3561

Results
* molecular weight: 184.4 Da
* HOMO energy: -9.2 eV
* net charge: 0
* energy relative to the best compared isomer or geometry (same formula, charge and spin): 0.0 kJ/mol
* DFT total energy: -1179.49122 Eh
* Kohn-Sham gap: 9.432 eV
* SMILES: O[Si@H]([SiH2][SiH3])c1ccccc1

---

Record 5
# C6H12S

A structure of composition C6H12S (the ωB97M-V functional and the def2-TZVPD basis, OMol25).

Last column: Mulliken charge in e.
CARTESIAN COORDINATES (ANGSTROEM)
1 C -0.986 2.012 0.361  -1.0446
2 C -0.358 1.035 1.357  -0.2091
3 C 0.984 0.404 0.846  0.2828
4 C 1.795 1.264 -0.252  -0.7857
5 C 0.519 -0.954 0.016  -0.7110
6 C -0.752 -1.700 0.328  -1.1591
7 H -1.463 1.583 -0.742  0.2410
8 H -0.501 3.261 0.109  0.3110
9 H -2.158 2.175 0.888  0.2811
10 H 0.111 1.432 2.444  0.2580
11 H -1.148 0.001 1.613  0.1167
12 H 1.538 -0.112 1.802  0.3421
13 H 3.019 1.782 0.348  0.2199
14 H 0.908 2.207 -0.592  0.1946
15 H 2.104 0.123 -1.283  0.2301
16 H 1.255 -1.657 -0.324  0.6181
17 H -1.490 -1.301 0.692  0.7162
18 H -0.284 -2.809 0.292  0.2325
19 S -0.569 -1.191 -1.324  -0.1346

Results
* molecular weight: 116.2 Da
* HOMO energy: -8.4 eV
* net charge: 0
* energy relative to the best compared isomer or geometry (same formula, charge and spin): 989.1 kJ/mol
* DFT total energy: -633.60793 Eh
* Kohn-Sham gap: 9.095 eV

---

Record 6
# C6H12S2

A structure of composition C6H12S2 (the ωB97M-V functional and the def2-TZVPD basis, OMol25).

Last column: Mulliken charge in e.
CARTESIAN COORDINATES (ANGSTROEM)
1 C 2.597 0.124 -0.460  -0.7195
2 C 0.124 0.526 0.088  -0.7723
3 C -0.455 -0.623 0.788  0.3304
4 C -0.432 -1.899 -0.077  -1.3366
5 C -1.866 0.052 0.852  -0.4510
6 C -1.190 0.987 -0.152  -0.1455
7 H 2.720 1.296 -0.151  0.2120
8 H 2.345 -0.627 0.243  0.2409
9 H 3.470 -0.231 -1.168  0.3238
10 H 0.626 1.337 0.691  0.5175
11 H -0.131 -1.032 1.837  0.2836
12 H -1.234 -2.517 0.584  0.3602
13 H 0.608 -2.428 -0.211  0.3002
14 H -0.663 -1.751 -1.196  0.2923
15 H -2.133 0.340 1.961  0.2548
16 H -2.606 -0.856 0.183  0.2704
17 H -1.497 0.760 -1.164  0.2198
18 H -0.159 3.375 -0.936  0.1506
19 S 1.173 0.322 -1.495  -0.0145
20 S -1.299 2.844 -0.216  -0.3171

Results
* molecular weight: 148.3 Da
* HOMO energy: -8.7 eV
* net charge: 0
* energy relative to the best compared isomer or geometry (same formula, charge and spin): 448.7 kJ/mol
* DFT total energy: -1032.01838 Eh
* Kohn-Sham gap: 9.340 eV

---

Record 7
# C6H12SSi

A cluster of 2 separate species, C6H12SSi in total (the ωB97M-V functional and the def2-TZVPD basis, OMol25).

Last column: Mulliken charge in e.
CARTESIAN COORDINATES (ANGSTROEM)
1 C -3.024 0.781 -0.839  -1.0013
2 Si -1.876 -0.294 0.218  0.4207
3 C -1.456 0.361 1.947  -1.0324
4 C -0.689 -1.408 -0.712  -0.4658
5 S -2.009 -2.436 0.109  -0.2817
6 H -4.057 0.715 -0.508  0.3192
7 H -2.725 1.824 -0.784  0.3111
8 H -2.985 0.477 -1.882  0.3009
9 H -1.943 -0.233 2.715  0.3342
10 H -0.388 0.333 2.135  0.3115
11 H -1.787 1.387 2.059  0.3194
12 H -0.748 -1.468 -1.790  0.3145
13 H 0.302 -1.642 -0.352  0.1395
14 C 2.465 -1.170 0.998  -0.0614
15 C 3.506 -1.051 0.425  -0.1292
16 C 4.741 -0.869 -0.305  -1.1999
17 H 1.580 -1.323 1.543  0.5445
18 H 4.919 0.194 -0.471  0.2864
19 H 4.679 -1.373 -1.269  0.2870
20 H 5.575 -1.285 0.259  0.2829

Results
* molecular weight: 144.3 Da
* HOMO energy: -8.6 eV
* net charge: 0
* energy relative to the best compared isomer or geometry (same formula, charge and spin): 42.0 kJ/mol
* DFT total energy: -923.43961 Eh
* Kohn-Sham gap: 9.384 eV
* SMILES: C[Si]1(C)CS1.C#CC

---

Record 8
# C6H12Si

An isolated molecule of C6H12Si (the ωB97M-V functional and the def2-TZVPD basis, OMol25).

Last column: Mulliken charge in e.
CARTESIAN COORDINATES (ANGSTROEM)
1 C 0.747 0.412 -1.635  -0.6894
2 C 1.686 0.624 -0.346  -0.2343
3 C -0.236 -0.859 -1.732  -0.5726
4 C 1.042 0.788 0.954  -0.9197
5 C -1.269 -0.891 -0.685  -0.7937
6 C -1.316 -0.438 2.490  -1.2548
7 Si -0.764 0.275 0.815  0.6084
8 H -0.025 1.339 -1.721  0.2356
9 H 1.423 0.313 -2.605  0.3066
10 H 2.479 -0.272 -0.314  0.2455
11 H 2.391 1.464 -0.648  0.2800
12 H -0.520 -1.047 -2.697  0.4954
13 H 0.314 -1.733 -1.544  0.3382
14 H 1.583 1.305 1.625  0.6134
15 H -2.258 -1.137 -1.018  0.4447
16 H -0.611 -0.060 3.155  0.3962
17 H -2.271 -0.157 2.908  0.3403
18 H -1.117 -1.498 2.589  0.3493
19 H -1.278 1.571 0.409  -0.1892

Results
* molecular weight: 112.2 Da
* HOMO energy (alpha / beta): -7.8 / -7.8 eV
* net charge: 0
* energy relative to the best compared isomer or geometry (same formula, charge and spin): 453.1 kJ/mol
* DFT total energy: -525.12833 Eh
* Kohn-Sham gap (alpha / beta): 8.097 / 7.923 eV

---

Record 9
# C6H13AlMgO5

A structure of composition C6H13AlMgO5 (the ωB97M-V functional and the def2-TZVPD basis, OMol25).

Last column: Mulliken charge in e.
CARTESIAN COORDINATES (ANGSTROEM)
1 O -0.356 -0.599 -0.759  -0.4597
2 C -1.550 -1.319 -0.773  -0.3562
3 C -2.596 -0.653 0.116  -0.4505
4 O -2.580 0.757 -0.169  -0.1430
5 C -3.558 1.501 0.548  -0.6822
6 Mg -0.704 1.295 -0.730  1.1694
7 H -1.415 -2.352 -0.405  0.3759
8 H -1.957 -1.398 -1.800  0.3950
9 H -2.356 -0.785 1.184  0.3387
10 H -3.605 -1.047 -0.076  0.4914
11 H -3.440 2.555 0.277  0.3153
12 H -4.563 1.156 0.269  0.3056
13 H -3.409 1.375 1.630  0.3552
14 O 0.879 1.232 0.851  -0.6904
15 C 0.900 0.041 1.238  0.5022
16 O 1.966 -0.696 1.247  -0.2197
17 C 3.235 -0.146 0.865  -0.2418
18 O 3.190 0.439 -0.398  -0.1192
19 C 3.132 -0.484 -1.511  -0.6295
20 Al 1.923 1.991 -0.478  0.5202
21 H 0.047 -0.414 1.749  0.5326
22 H 3.926 -0.995 0.882  0.3533
23 H 3.522 0.616 1.598  0.3665
24 H 3.251 0.115 -2.419  0.3166
25 H 3.960 -1.197 -1.422  0.3419
26 H 2.157 -0.989 -1.513  0.3125

Results
* molecular weight: 216.5 Da
* spin multiplicity: 2
* HOMO energy (alpha / beta): -21.0 / -20.8 eV
* net charge: +3
* energy relative to the best compared isomer or geometry (same formula, charge and spin): 0.0 kJ/mol
* DFT total energy: -1053.97224 Eh
* Kohn-Sham gap (alpha / beta): 8.187 / 4.944 eV

---

Record 10
# C6H13ClN3

The ion C6H13ClN3 with charge +1 (the ωB97M-V functional and the def2-TZVPD basis, OMol25).

Last column: Mulliken charge in e.
CARTESIAN COORDINATES (ANGSTROEM)
1 H -1.775 -1.615 1.923  0.2561
2 N -1.636 -1.286 0.967  -0.5779
3 C -2.364 -0.352 0.528  0.4784
4 Cl -3.677 0.522 1.252  -0.1015
5 C -1.985 0.106 -1.061  -0.4214
6 N -1.925 -1.101 -1.830  -0.5663
7 C -0.681 0.860 -0.790  -0.1184
8 N 0.354 0.226 -0.422  0.0113
9 C 1.685 0.693 0.093  0.3978
10 C 1.566 0.541 1.620  -1.5506
11 C 2.805 -0.123 -0.493  -1.2490
12 H -2.749 0.864 -1.249  0.5011
13 H -2.658 -1.177 -2.498  0.2747
14 H -1.874 -1.877 -1.224  0.2545
15 H -0.729 1.937 -0.969  0.3946
16 H -0.067 -0.687 0.069  0.3678
17 H 1.870 1.760 -0.009  0.4392
18 H 1.492 -0.470 1.932  0.4399
19 H 2.292 1.064 2.170  0.4260
20 H 0.589 1.071 1.788  0.3527
21 H 3.258 -0.829 0.312  0.2852
22 H 3.651 0.587 -0.752  0.3144
23 H 2.560 -0.716 -1.357  0.3913

Results
* molecular weight: 162.6 Da
* HOMO energy: -13.7 eV
* net charge: +1
* energy relative to the best compared isomer or geometry (same formula, charge and spin): 252.3 kJ/mol
* DFT total energy: -860.57477 Eh
* Kohn-Sham gap: 9.085 eV
* SMILES: [H]/N=C(\Cl)[C@H](N)/C=[NH+]/C(C)C

---

Record 11
# C6H13ClN3O3S

The ion C6H13ClN3O3S with charge +1 (the ωB97M-V functional and the def2-TZVPD basis, OMol25).

Last column: Mulliken charge in e.
CARTESIAN COORDINATES (ANGSTROEM)
1 C -2.273 -1.090 0.105  -1.4488
2 C -1.048 -0.259 -0.314  1.2606
3 C -1.339 0.527 -1.686  -1.1673
4 C -0.805 0.619 0.775  -1.0828
5 N 0.221 0.399 1.666  0.8907
6 O -0.009 0.593 2.844  -0.6814
7 N 1.440 0.062 1.232  0.3211
8 C 2.452 0.281 2.209  -0.7507
9 N 1.599 0.187 -0.107  -0.3265
10 C 2.837 -0.135 -0.752  -0.3982
11 Cl 2.840 -1.896 -1.138  -0.1207
12 S 1.020 2.054 -0.360  1.0068
13 O 1.288 2.372 -1.737  -0.5164
14 O 1.838 2.740 0.588  -0.5229
15 H -3.070 -0.384 0.284  0.4204
16 H -2.061 -1.638 1.098  0.3376
17 H -2.409 -1.813 -0.643  0.4639
18 H -0.191 -0.884 -0.663  0.1007
19 H -1.732 1.645 -1.539  0.2286
20 H -1.977 -0.119 -2.244  0.4329
21 H -0.334 0.682 -2.119  0.3585
22 H -1.546 1.369 1.099  0.5259
23 H 2.380 1.394 2.414  0.3625
24 H 2.101 -0.203 3.124  0.3066
25 H 3.361 0.030 1.762  0.3674
26 H 3.751 0.116 -0.117  0.3062
27 H 2.667 0.273 -1.811  0.3254

Results
* molecular weight: 242.7 Da
* HOMO energy (alpha / beta): -14.0 / -14.0 eV
* net charge: +1
* energy relative to the best compared isomer or geometry (same formula, charge and spin): 134.6 kJ/mol
* DFT total energy: -1484.24984 Eh
* Kohn-Sham gap (alpha / beta): 6.928 / 6.890 eV
* SMILES: CC(C)/C=[N+](/[O-])N(C)[N+](CCl)=S(=O)=O